Run w
Computed, not measured: an isolated ion of composition C4H11N2 and charge +1, with ωB97M-V with the def2-TZVPD basis set.

Element x y z (Å)
C1 1.321 -2.134 -0.732
C2 0.284 -1.807 -0.037
C3 -0.467 -0.245 0.258
N1 -0.593 0.159 1.646
N2 0.225 0.772 -0.453
C4 -0.421 2.149 -0.450
H1 1.600 -3.141 -0.651
H2 1.837 -1.515 -1.427
H3 -0.303 -2.334 0.739
H4 -1.452 -0.451 -0.040
H5 -0.023 -0.360 2.255
H6 -1.566 0.167 1.962
H7 0.172 0.504 -1.523
H8 1.211 0.738 -0.244
H9 -0.507 2.705 -1.379
H10 -1.393 1.972 -0.150
H11 0.074 2.820 0.225

Kohn-Sham gap (eV): 11.1
LUMO (eV): -3.4
E_HOMO (eV): -14.44
Net charge: +1

These are the Löwdin partial charges, in e, on atoms 1 to 5: 0.014, -0.045, -0.344, 0.088, 0.022



Run x
Computed, not measured: an isolated ion of composition C4H11N2 and charge +1, with ωB97M-V with the def2-TZVPD basis set.

Element x y z (Å)
C1 -1.756 0.697 0.675
N1 -0.317 0.595 0.667
C2 0.333 -0.671 1.054
C3 0.801 -1.340 -0.191
N2 1.146 -0.191 -1.056
C4 0.311 1.054 -0.702
H1 -2.007 1.676 1.092
H2 -2.278 0.537 -0.276
H3 -2.076 -0.192 1.392
H4 -0.376 -1.242 1.730
H5 1.084 -0.448 1.863
H6 1.583 -2.105 -0.349
H7 -0.117 -1.704 -0.541
H8 2.149 0.260 -1.048
H9 0.990 -0.155 -2.077
H10 -0.375 1.243 -1.645
H11 0.904 1.986 -0.590

Kohn-Sham gap (eV): 9.6
LUMO (eV): -3.7
E_HOMO (eV): -13.28
Net charge: +1

These are the Löwdin partial charges, in e, on atoms 1 to 5: -0.093, -0.185, -0.182, -0.088, 0.032



Which structure is most stable, and how do the rest compare? From most to least stable: run w, run x.



Run w
Computed, not measured: a 2-piece molecular cluster, C4H11N2 overall, with ωB97M-V with the def2-TZVPD basis set.

Element x y z (Å)
C1 0.120 1.124 1.445
C2 -0.507 1.567 0.129
C3 -0.086 0.225 0.250
C4 -0.773 -1.066 0.095
N1 1.648 -0.129 -0.722
N2 -0.773 -1.534 -1.208
H1 1.131 1.272 1.714
H2 -0.640 0.913 2.201
H3 -1.548 1.736 0.281
H4 -0.007 2.316 -0.369
H5 -1.748 -0.889 0.682
H6 -0.295 -1.791 0.742
H7 1.794 -0.517 0.152
H8 2.212 0.691 -0.702
H9 1.786 -0.852 -1.406
H10 -0.908 -0.814 -1.836
H11 -1.408 -2.251 -1.448

Kohn-Sham gap (eV): 9.4
LUMO (eV): -4.5
E_HOMO (eV): -13.93
Net charge: +1

These are the Löwdin partial charges, in e, on atoms 1 to 5: -0.003, -0.052, -0.208, -0.270, 0.239



Run x
Computed, not measured: an isolated ion of composition C4H11N2 and charge +1, with ωB97M-V with the def2-TZVPD basis set.

Element x y z (Å)
C1 -1.693 -0.675 0.832
N1 -0.291 -0.347 0.467
C2 0.612 0.600 1.223
C3 1.313 0.890 -0.132
C4 0.213 0.298 -0.975
N2 0.407 -0.573 -2.000
H1 -2.180 -1.431 0.280
H2 -1.668 -0.957 1.830
H3 -2.186 0.298 0.811
H4 0.192 -1.264 0.430
H5 0.988 0.189 2.136
H6 0.052 1.473 1.339
H7 1.485 2.007 -0.150
H8 2.282 0.498 -0.329
H9 -0.589 1.068 -1.308
H10 1.309 -1.051 -1.872
H11 -0.247 -1.024 -2.582

Kohn-Sham gap (eV): 11.7
LUMO (eV): -2.9
E_HOMO (eV): -14.58
Net charge: +1

These are the Löwdin partial charges, in e, on atoms 1 to 5: 0.025, -0.101, -0.038, -0.088, -0.298



Which structure is most stable, and how do the rest compare? From most to least stable: run x, run w.